(1)
The following is a DFT calculation (ωB97M-V/def2-TZVPD) of a structure of composition C32H41CaN7O5S at a distorted geometry.

Multiplicity: 1
Total charge: -2
HOMO-LUMO gap (spin up / spin down) (eV): 3.4 / 3.1
HOMO (spin up / spin down) (eV): 0.35 / 0.67

XYZ file:
```
87
Properties=species:S:1:pos:R:3:forces:R:3
Ca -0.559 -0.340 0.029 1.664 0.654 1.976
C -0.167 6.515 -3.047 0.100 -2.078 -1.719
O -1.481 5.926 -2.994 0.553 1.562 -0.154
C -1.709 4.651 -2.663 0.882 -1.621 1.228
C -3.017 4.241 -2.942 -0.870 -0.964 -0.125
C -3.435 2.945 -2.664 0.591 0.247 0.856
C -2.597 2.008 -1.980 0.406 2.412 -0.575
C -3.131 0.731 -1.665 2.527 -0.151 0.590
C -4.500 0.421 -2.170 -1.644 -0.480 -0.439
O -2.401 -0.094 -1.050 -3.225 0.252 -1.374
C -1.231 2.479 -1.613 -0.725 -1.821 0.256
O -0.453 1.718 -0.940 -0.304 1.368 -0.810
C -0.813 3.782 -2.035 -1.082 0.186 -1.040
H -0.260 7.278 -3.818 0.002 0.390 0.413
H 0.507 5.747 -3.527 -0.276 0.705 0.799
H 0.251 6.872 -2.113 -0.264 -0.060 0.255
H -3.628 4.995 -3.405 -0.474 -0.035 -0.117
H -4.462 2.592 -2.810 0.441 0.793 -0.420
H -5.274 1.131 -1.783 0.703 -0.625 0.019
H -4.792 -0.593 -1.869 0.121 0.222 -0.110
H -4.598 0.527 -3.286 0.406 -0.305 1.010
H 0.237 3.944 -2.037 0.721 0.450 0.567
N 3.515 0.868 2.024 0.073 1.624 -1.020
C 3.441 2.279 2.131 1.766 -0.779 0.508
C 2.519 3.036 1.420 -0.866 -0.107 0.546
C 2.445 4.417 1.630 0.976 0.121 0.062
C 3.501 5.059 2.328 -2.317 0.571 -1.268
C 4.461 4.312 2.949 0.587 -0.706 0.749
C 4.456 2.888 3.012 -2.489 1.875 -2.404
S 5.502 2.075 4.008 1.367 -1.557 1.203
N 2.150 0.415 0.099 -0.963 -0.324 -0.699
C 2.780 0.030 1.218 -0.869 -0.919 0.571
C 2.359 -1.211 1.785 0.882 1.171 1.609
C 2.710 -1.506 3.160 0.194 -0.260 1.052
C 2.047 -2.491 3.883 1.304 0.766 -1.186
C 1.303 -3.419 3.110 -0.764 -0.637 0.998
C 1.113 -3.138 1.798 -0.453 1.712 -1.406
N 1.504 -1.995 1.125 -1.022 -2.404 -0.026
H 4.034 0.433 2.737 0.980 0.021 0.717
H 1.751 2.491 0.849 0.441 0.578 0.337
H 1.592 4.971 1.246 0.237 0.057 -0.135
H 3.445 6.167 2.345 0.404 -0.745 0.299
H 5.223 4.828 3.524 0.102 -0.120 0.015
H 3.529 -0.922 3.633 -1.156 -0.406 -0.015
H 2.166 -2.558 4.963 0.135 -0.187 -0.224
H 0.738 -4.264 3.549 0.519 0.579 -0.218
H 0.421 -3.739 1.232 -0.111 -0.387 -0.211
C -2.252 1.839 4.163 0.734 2.294 -0.659
C -2.025 0.947 2.951 0.292 1.230 -0.793
N -1.417 1.320 1.849 -0.509 0.848 0.569
O -1.223 2.723 1.739 0.309 0.007 -0.410
C -2.423 -0.413 2.981 1.044 -0.685 -2.648
C -3.269 -1.058 3.941 -0.740 -2.330 0.802
N -1.889 -1.154 1.990 0.248 1.193 1.454
O -1.886 -2.385 2.215 -0.643 -2.035 -0.772
H -1.544 2.739 3.988 -1.091 -1.394 0.540
H -1.988 1.371 5.139 -0.332 0.098 -0.866
H -3.283 2.306 4.202 0.942 -0.771 -0.004
H -0.837 2.847 0.832 -0.275 -0.636 1.136
H -4.157 -1.616 3.464 1.278 0.726 0.484
H -3.643 -0.331 4.610 -0.593 0.648 0.997
H -2.685 -1.836 4.498 -0.587 0.396 -0.168
C 2.754 1.019 -0.911 -0.541 0.593 -1.175
H 3.675 0.687 -1.348 1.122 0.020 0.585
H 2.165 1.571 -1.658 -0.267 -0.277 0.461
C -0.712 -6.268 -2.908 1.403 -0.919 -0.095
C 0.087 -5.453 -1.894 -0.363 0.983 0.561
N 0.404 -4.072 -2.285 -0.647 -0.728 -0.001
C 1.799 -3.791 -2.571 -0.721 0.065 -0.863
C 2.275 -4.694 -3.753 0.887 1.117 1.377
C -0.448 -3.108 -1.833 -0.137 0.853 -0.436
C -1.898 -3.516 -1.692 -0.053 1.258 -1.503
N -0.136 -1.872 -1.651 0.030 -1.152 -1.027
H -1.792 -6.175 -2.805 0.143 0.236 -0.156
H -0.431 -7.298 -2.614 -0.477 0.065 -0.575
H -0.351 -6.082 -3.949 -0.500 -0.163 0.803
H 1.047 -5.889 -1.612 -0.154 -0.381 -0.266
H -0.495 -5.416 -0.956 0.374 -0.120 -0.290
H 2.314 -3.775 -1.619 0.887 -0.390 0.013
H 1.852 -2.787 -2.964 0.005 0.410 0.013
H 2.459 -5.706 -3.351 -0.268 0.199 -0.843
H 3.239 -4.251 -4.115 -0.759 -0.632 0.157
H 1.499 -4.571 -4.527 0.461 -0.601 0.222
H -2.287 -3.985 -2.626 0.498 -0.051 0.813
H -2.446 -2.586 -1.610 -0.111 0.214 0.246
H -2.087 -4.069 -0.816 -0.318 -0.946 0.974
H 0.841 -1.710 -1.874 0.221 0.125 0.410
```
Positions in Å, forces in eV/Å.

(2)
The following is a DFT calculation (ωB97M-V/def2-TZVPD) of a cluster of 10 separate species, C35H70O15 in total at a distorted geometry.

Multiplicity: 1
Structure (SMILES): CCOC(C)=O.CCOC(C)=O.CCOC(C)=O.CCOC(C)=O.CCOC(C)=O.CC(C)=O.CC(C)=O.CC(C)=O.CC(C)=O.CC(C)=O
HOMO-LUMO gap (eV): 9.8
HOMO (eV): -9.38

XYZ file:
```
120
Properties=species:S:1:pos:R:3:forces:R:3
C -3.661 -6.639 2.935 4.568 -0.374 -0.626
C -3.305 -5.192 2.377 0.219 -1.232 1.947
O -1.863 -5.046 2.058 -4.347 -7.158 2.910
C -1.369 -4.075 1.552 3.135 9.575 -1.775
C 0.108 -4.235 1.146 -1.767 -0.139 -4.132
O -1.894 -2.902 1.464 0.924 -3.928 -0.028
H -2.998 -6.753 3.873 -0.869 -0.303 -1.526
H -3.563 -7.573 2.237 0.150 2.034 1.097
H -4.619 -6.629 3.294 -2.615 0.270 0.718
H -3.901 -5.015 1.518 -0.236 0.757 -0.843
H -3.529 -4.532 3.248 0.148 -0.033 -1.094
H 0.931 -4.464 1.754 0.711 1.029 1.925
H 0.190 -3.413 0.368 0.854 -0.692 1.437
H 0.253 -5.159 0.534 -0.919 0.266 -0.075
C 6.224 -2.255 -2.331 1.078 3.469 3.837
C 4.856 -2.095 -1.753 1.469 0.984 -0.683
O 4.664 -1.074 -0.858 0.225 3.362 0.954
C 3.502 -0.918 -0.213 0.156 -1.610 1.033
C 3.407 0.341 0.618 3.682 -1.954 0.737
O 2.616 -1.766 -0.140 1.114 0.944 -1.050
H 7.057 -2.187 -1.405 -2.204 0.340 -2.492
H 6.297 -1.457 -3.042 1.127 0.207 -0.593
H 6.394 -3.189 -2.682 0.109 -2.744 -1.594
H 3.982 -2.258 -2.248 -2.175 0.811 -3.597
H 4.616 -2.872 -1.249 -0.349 -6.106 4.227
H 4.274 1.071 0.540 -1.082 -1.219 0.614
H 3.024 -0.080 1.556 0.690 0.748 0.288
H 2.614 0.718 0.174 -3.988 2.711 -1.821
C -0.525 -0.314 0.595 -3.216 3.982 0.033
C -0.399 1.178 0.203 -0.531 0.801 -0.274
O 0.126 1.914 1.338 1.447 0.844 -0.360
C 0.418 3.240 1.220 -1.321 1.537 -1.754
C 1.058 3.684 2.502 2.356 3.545 -4.465
O 0.116 3.991 0.266 0.798 -2.509 2.144
H -0.942 -0.719 -0.242 -0.042 -1.860 -2.864
H -1.399 -0.540 1.190 0.042 0.522 1.138
H 0.299 -0.729 0.990 3.030 -1.604 0.917
H 0.232 1.303 -0.757 -0.765 0.069 1.678
H -1.360 1.751 0.086 0.506 -1.290 -0.787
H 1.610 4.721 2.452 -0.453 -2.188 -0.758
H 1.654 2.925 2.776 2.163 -2.376 1.718
H 0.400 4.029 3.141 -3.881 0.642 3.600
C -0.710 0.115 -3.919 1.414 0.178 1.853
C -1.928 0.034 -4.794 0.376 -1.385 4.938
O -2.533 -1.230 -4.580 -2.137 -0.823 -0.182
C -3.681 -1.593 -5.302 0.583 0.287 -0.329
C -4.363 -2.871 -4.784 0.149 1.173 1.932
O -4.070 -0.976 -6.260 0.294 0.112 0.483
H 0.068 -0.586 -4.284 -0.534 -0.087 0.414
H -0.998 -0.182 -2.780 0.862 1.036 -2.690
H -0.132 1.126 -4.020 -1.566 -1.500 0.548
H -2.474 0.902 -4.716 -2.642 1.569 1.731
H -1.730 0.211 -5.707 2.253 -0.069 -7.175
H -3.615 -3.242 -4.012 -1.251 -0.296 -1.011
H -4.606 -3.580 -5.643 0.170 1.073 1.448
H -5.303 -2.475 -4.130 1.991 -1.245 -1.850
C -0.480 -3.393 -2.599 3.424 -0.950 1.176
C 1.049 -3.639 -2.872 -0.884 0.371 -0.855
O 1.146 -4.905 -3.543 0.426 0.502 -0.410
C 2.345 -5.240 -3.966 3.847 -0.584 1.702
C 2.310 -6.537 -4.763 3.578 -4.816 13.091
O 3.434 -4.657 -3.699 -3.600 -1.000 -0.845
H -0.165 -2.449 -2.000 -2.519 -0.817 -0.994
H -0.608 -4.256 -1.898 -0.781 1.009 -0.190
H -1.145 -3.581 -3.497 0.817 1.349 1.157
H 1.574 -2.844 -3.428 -0.481 -0.364 -0.370
H 1.614 -3.672 -1.955 -0.042 -0.253 0.637
H 1.774 -7.417 -4.336 -0.407 1.286 -0.460
H 3.287 -6.921 -4.896 1.340 -0.003 0.198
H 2.099 -6.208 -5.536 -4.662 4.368 -13.677
C 3.704 5.749 -0.715 2.332 1.037 -1.755
C 3.974 5.222 0.684 1.257 -1.564 -0.043
C 3.956 6.361 1.744 -2.738 -1.833 -1.676
O 4.303 4.018 0.923 -1.450 4.573 -0.572
H 4.474 5.230 -1.415 -1.637 0.637 0.961
H 3.955 6.894 -0.831 -0.406 -2.111 0.659
H 2.690 5.677 -1.109 -0.006 -0.543 0.273
H 4.627 7.139 1.687 2.249 1.196 -0.542
H 4.020 5.807 2.600 0.363 -0.819 2.839
H 3.005 6.928 1.743 0.018 -0.757 -0.262
C 1.483 -0.576 4.153 -1.397 3.254 1.379
C 2.285 -1.755 4.220 -0.425 -6.425 -5.812
C 2.800 -2.080 5.531 -2.153 -0.194 -1.669
O 2.235 -2.750 3.235 0.566 6.241 5.677
H 2.001 0.317 3.780 0.171 -0.377 -0.726
H 1.345 -0.131 5.243 -0.380 -1.307 -2.012
H 0.543 -0.722 3.588 0.506 0.221 0.372
H 3.650 -1.854 5.971 3.951 3.219 1.859
H 3.070 -3.025 5.477 0.829 -5.241 -0.779
H 1.999 -2.137 6.179 -1.688 0.633 1.709
C 2.338 8.210 4.190 -1.185 -0.014 1.009
C 0.984 7.591 4.630 -3.066 -0.394 -0.622
C 0.370 8.314 5.919 5.880 2.240 -3.054
O 0.331 6.719 3.970 3.034 3.054 2.561
H 3.019 7.304 4.098 -0.353 1.828 -0.365
H 2.667 9.127 4.855 -0.388 -2.389 -1.025
H 1.906 8.686 3.288 1.226 -0.444 -0.341
H 0.984 7.821 6.649 1.007 0.550 0.939
H -0.481 7.914 6.154 -5.656 -1.407 0.764
H 0.517 9.503 5.880 -0.520 -2.963 0.260
C -3.686 -1.177 -0.936 0.746 -1.211 -4.468
C -4.780 -2.173 -1.027 1.310 -4.823 -2.106
C -6.157 -1.582 -0.987 -2.136 -2.027 0.554
O -4.541 -3.491 -1.230 -1.653 7.319 1.326
H -2.815 -1.830 -1.021 0.584 0.898 0.754
H -3.919 -0.619 -0.119 0.295 1.531 2.887
H -3.659 -0.361 -1.808 -0.369 -1.927 1.458
H -6.506 -1.151 -0.005 0.888 -0.115 -0.944
H -6.734 -2.520 -1.070 -0.489 0.502 -0.042
H -6.503 -0.946 -1.832 0.889 -0.184 0.553
C -3.084 4.256 -0.786 -1.238 -3.459 0.905
C -3.884 2.976 -1.274 4.999 -4.248 -4.104
C -5.364 2.606 -0.901 7.570 2.216 5.893
O -3.221 2.190 -2.116 -3.461 3.635 3.943
H -2.153 4.469 -1.248 0.857 -0.622 -0.240
H -3.106 4.373 0.291 0.512 -0.479 0.384
H -3.731 4.976 -1.038 -2.475 3.315 -1.297
H -5.799 2.331 -1.674 -4.114 -2.943 -6.889
H -5.560 3.567 -0.640 -2.277 2.620 1.385
H -5.313 1.942 -0.047 -0.336 -0.152 0.011
```
Positions in Å, forces in eV/Å.

(3)
The following is a DFT calculation (ωB97M-V/def2-TZVPD) of a cluster of 2 separate species, C3H10N2 in total at a distorted geometry.

Multiplicity: 2
Total charge: +1
HOMO-LUMO gap (spin up / spin down) (eV): 8.5 / 3.5
Expectation value of S²: 0.7539
HOMO (spin up / spin down) (eV): -12.04 / -12.04

XYZ file:
```
15
Properties=species:S:1:pos:R:3:forces:R:3
C 2.763 -1.757 -4.326 0.185 -0.121 0.248
N 1.561 -2.066 -4.115 -0.496 0.073 0.056
H 2.992 -0.877 -4.917 0.047 0.026 -0.096
H 3.591 -2.331 -3.911 0.216 0.052 -0.119
H 1.491 -2.901 -3.534 0.052 -0.032 -0.070
C -1.561 -0.224 1.980 1.347 0.021 -0.829
N -0.634 0.920 1.961 -1.437 -0.709 2.480
C -1.134 2.265 2.067 -0.757 -0.030 -1.585
H -1.970 -0.455 1.001 -0.200 0.250 -0.240
H -2.361 0.036 2.667 -0.201 -0.076 0.199
H -0.927 -1.053 2.287 -0.563 -0.283 0.184
H 0.075 0.674 2.658 0.889 0.564 -0.790
H -0.504 2.913 1.448 0.174 0.253 0.565
H -2.133 2.291 1.624 0.115 -0.032 -0.049
H -1.251 2.567 3.112 0.630 0.042 0.047
```
Positions in Å, forces in eV/Å.

(4)
The following is a DFT calculation (ωB97M-V/def2-TZVPD) of a structure of composition C18H15NO4SSc at a distorted geometry.

Multiplicity: 1
Total charge: +3
HOMO-LUMO gap (eV): 4.6
HOMO (eV): -17.96

XYZ file:
```
40
Properties=species:S:1:pos:R:3:forces:R:3
Sc 0.435 1.114 -1.918 -0.583 -4.796 -0.453
C 0.833 2.708 -0.463 3.488 6.297 4.862
O 1.351 3.578 0.124 -3.166 -4.932 -3.177
C 0.501 3.084 -3.156 0.080 7.446 -3.423
O 0.491 4.164 -3.616 0.060 -6.458 2.620
C -1.738 1.705 -2.185 -7.194 2.281 -1.819
O -2.812 2.064 -2.465 5.843 -2.017 1.583
C 2.736 1.360 -2.057 6.073 1.274 0.303
O 3.860 1.614 -1.996 -5.022 -1.237 -0.372
C 0.614 -0.914 -4.549 -0.029 0.002 2.021
H 1.559 -1.370 -4.200 -0.514 0.002 -0.732
H -0.317 -1.397 -4.213 0.447 -0.136 -0.704
C 0.583 0.314 -5.084 -0.011 0.637 1.251
H -0.361 0.814 -5.262 -0.055 -0.059 -0.538
H 1.496 0.875 -5.227 0.121 -0.025 -0.598
N 0.067 -0.751 -0.944 1.201 2.467 -1.753
S -1.100 -1.062 0.158 -0.077 -0.376 2.267
C -0.215 -2.195 1.236 -0.177 -0.756 0.293
C 1.180 -2.274 1.246 -0.079 -0.126 0.217
C 1.795 -3.167 2.142 -0.165 0.401 -0.423
C 1.015 -3.962 2.988 -0.109 0.186 -0.176
C -0.385 -3.888 2.944 0.349 0.126 -0.033
C -1.003 -3.009 2.064 -0.181 0.422 -0.358
C -1.170 0.435 1.220 0.364 0.087 -0.780
C -2.232 1.321 1.014 -0.116 -0.255 -0.440
C -2.333 2.458 1.813 -0.017 0.077 0.003
C -1.383 2.697 2.809 -0.250 0.136 -0.037
C -0.323 1.815 2.997 0.258 -0.403 -0.057
C -0.200 0.679 2.190 0.136 -0.008 0.064
H 0.601 -1.609 -1.131 -0.326 0.131 -0.158
H 1.766 -1.640 0.578 0.069 -0.264 0.366
H 2.888 -3.213 2.159 -0.446 -0.094 0.071
H 1.509 -4.641 3.680 -0.164 0.114 -0.145
H -0.991 -4.509 3.597 0.105 0.062 -0.118
H -2.090 -2.924 1.999 0.256 -0.202 0.166
H -2.978 1.083 0.251 -0.008 0.133 0.409
H -3.177 3.131 1.677 0.169 -0.088 0.058
H -1.487 3.567 3.460 0.017 -0.258 -0.201
H 0.400 1.976 3.798 -0.192 0.015 -0.257
H 0.614 -0.031 2.322 -0.153 0.192 0.199
```
Positions in Å, forces in eV/Å.